Entry from the OMol25 dataset: a structure of composition C16H22BrCuN5 (ωB97M-V/def2-TZVPD).

Atoms and positions in Å:
Cu: 0.304 0.189 -0.351
C: 1.431 0.991 2.257
C: 1.770 -0.487 2.205
N: 1.630 -1.062 0.817
C: 1.006 -2.415 0.784
C: -0.506 -2.317 0.717
C: -1.387 -3.265 1.188
C: -2.748 -3.060 0.989
C: -3.201 -1.916 0.339
C: -2.271 -1.006 -0.106
C: -2.579 0.263 -0.876
N: -1.556 1.308 -0.584
C: -1.838 2.067 0.689
C: -0.589 2.378 1.499
N: 0.065 1.085 1.726
N: -0.960 -1.220 0.089
H: 2.104 1.562 1.611
H: 1.548 1.370 3.274
H: 1.074 -1.019 2.856
H: 2.770 -0.674 2.597
H: 2.543 -1.123 0.389
H: 1.321 -3.032 1.622
H: 1.343 -2.910 -0.122
H: -1.020 -4.146 1.704
H: -3.461 -3.789 1.357
H: -4.260 -1.739 0.185
H: -3.585 0.609 -0.664
H: -2.531 0.040 -1.938
H: -1.532 1.953 -1.361
H: -2.480 1.429 1.301
H: -2.408 2.971 0.476
H: -0.860 2.913 2.410
H: 0.092 3.026 0.948
H: -0.546 0.517 2.306
Br: 2.610 -1.196 -2.252
C: 2.559 0.680 -2.196
C: 3.513 1.387 -2.890
C: 3.414 2.767 -2.914
C: 2.356 3.386 -2.262
C: 1.453 2.600 -1.589
N: 1.552 1.245 -1.525
H: 4.300 0.862 -3.413
H: 4.148 3.352 -3.455
H: 2.227 4.464 -2.281
H: 0.616 3.049 -1.072

Values from the calculation:
DFT total energy in eV: -139068.8514
Charge: +2
M in g mol⁻¹: 427.837
Spin multiplicity: 2

Entry from the OMol25 dataset: a cluster of 2 separate species, C8H9N3O3 in total at a distorted geometry (ωB97M-V/def2-TZVPD).

Atoms and positions in Å:
N: 2.096 -2.522 0.557
C: 1.349 -1.513 1.313
O: 0.522 -0.618 0.715
N: 1.094 0.008 -0.467
C: 0.222 0.815 -1.056
C: -1.204 0.936 -0.582
C: -1.630 2.144 -0.027
C: -2.881 2.068 0.504
N: -3.670 0.978 0.572
C: -3.265 -0.184 0.024
C: -2.032 -0.223 -0.545
H: 1.245 -2.967 0.149
H: 2.719 -2.220 -0.218
H: 0.698 -2.181 1.859
H: 1.972 -1.181 2.203
H: 0.597 1.346 -1.897
H: -0.974 3.007 0.009
H: -3.227 2.907 1.152
H: -4.006 -0.932 0.171
H: -1.655 -1.062 -1.156
O: 3.746 3.123 -0.963
C: 4.543 2.821 -0.178
O: 5.338 2.584 0.611

Values from the calculation:
SMILES: NCO/N=C\c1ccncc1.O=C=O
DFT total energy in eV: -19052.0741
M in g mol⁻¹: 195.178

Entry from the OMol25 dataset: a cluster of 2 separate species, C7H20N3P in total at a distorted geometry (ωB97M-V/def2-TZVPD).

Atoms and positions in Å:
C: 1.154 -0.420 -0.565
C: 2.846 -2.148 -0.261
C: -2.506 1.311 0.748
C: -3.997 0.369 -0.954
C: 2.507 1.011 1.038
C: 1.697 1.897 -1.095
C: 1.465 -1.668 0.135
N: -1.706 -1.453 1.300
N: -2.818 0.194 -0.162
N: 2.039 0.690 -0.336
P: -1.590 -0.983 -0.347
H: 1.052 -0.457 -1.738
H: 2.961 -2.250 -1.369
H: 3.664 -1.472 0.112
H: 2.941 -3.322 -0.136
H: -1.665 0.982 1.297
H: -2.451 2.216 0.090
H: -3.326 1.495 1.412
H: -4.763 0.804 -0.266
H: -3.893 0.967 -1.848
H: -4.493 -0.684 -1.158
H: 3.232 1.964 0.931
H: 1.700 1.435 1.676
H: 3.068 0.197 1.522
H: 1.741 1.694 -2.187
H: 0.752 2.462 -0.937
H: 2.325 2.856 -0.851
H: 1.341 -1.347 1.114
H: 0.685 -2.398 0.010
H: -2.704 -1.646 1.186
H: -1.258 -2.298 1.640

Values from the calculation:
DFT total energy in eV: -21337.8639
M in g mol⁻¹: 177.232

Entry from the OMol25 dataset: a structure of composition C10H35HgN4O11 at a distorted geometry (ωB97M-V/def2-TZVPD).

Atoms and positions in Å:
Hg: -0.777 -0.815 -7.452
C: 0.763 0.006 -0.958
C: -0.576 0.197 -1.714
O: -0.331 0.648 -3.051
H: 1.348 -0.819 -1.364
H: 0.783 -0.100 0.127
H: 1.375 0.891 -1.132
H: -1.296 0.844 -1.212
H: -1.126 -0.744 -1.708
C: 2.965 -6.044 3.162
C: 3.749 -4.977 2.394
O: 4.883 -5.627 1.848
O: 1.957 -5.391 3.951
H: 3.586 -6.564 3.891
H: 2.628 -6.811 2.464
H: 4.068 -4.105 2.966
H: 3.151 -4.488 1.625
H: 5.273 -5.212 1.076
H: 1.096 -5.410 3.528
C: -5.002 -5.388 1.604
C: -6.543 -5.365 1.790
O: -6.940 -6.086 3.025
O: -4.502 -4.916 2.808
H: -4.703 -4.865 0.696
H: -4.690 -6.433 1.620
H: -6.935 -5.901 0.926
H: -7.003 -4.377 1.774
H: -7.876 -6.278 2.927
H: -5.185 -5.005 3.477
C: 4.548 6.944 -3.858
C: 4.630 6.098 -2.570
O: 4.963 4.782 -2.812
O: 3.625 6.323 -4.724
H: 5.552 7.065 -4.265
H: 4.147 7.934 -3.642
H: 3.704 6.042 -1.999
H: 5.362 6.542 -1.896
H: 4.256 4.421 -3.352
H: 2.732 6.180 -4.403
C: 6.864 1.464 2.354
O: 7.441 0.935 3.315
N: 5.593 1.852 2.410
N: 7.353 1.680 1.218
H: 5.126 2.323 1.649
H: 5.059 1.735 3.260
H: 6.858 2.291 0.584
H: 8.293 1.367 1.020
C: -6.467 0.806 1.431
O: -7.358 1.205 2.097
N: -5.406 0.347 2.006
N: -6.419 0.558 0.125
H: -5.575 0.097 2.970
H: -4.572 0.090 1.499
H: -5.506 0.505 -0.303
H: -7.247 0.767 -0.416
O: -1.658 5.074 -4.990
H: -2.589 5.126 -4.774
H: -1.425 4.159 -4.829
O: -5.491 5.169 -2.079
H: -4.761 4.856 -1.544
H: -5.777 4.398 -2.569

Values from the calculation:
DFT total energy in eV: -43578.9073
Charge: +1
M in g mol⁻¹: 587.997

Entry from the OMol25 dataset: a cluster of 2 separate species, C16H17N in total at a distorted geometry (ωB97M-V/def2-TZVPD).

Atoms and positions in Å:
C: -3.822 -0.557 -1.618
C: -3.283 -1.176 -0.413
C: -3.208 -2.537 -0.053
N: -2.156 -2.739 0.896
C: -1.899 -1.485 1.491
C: -1.313 -1.328 2.723
C: -1.496 -0.014 3.156
C: -1.967 0.930 2.334
C: -2.544 0.732 1.103
C: -2.583 -0.496 0.632
H: -3.998 -1.457 -2.222
H: -3.295 0.077 -2.346
H: -4.914 -0.400 -1.172
H: -3.751 -3.315 -0.366
H: -2.233 -3.488 1.467
H: -0.704 -1.982 3.137
H: -1.163 0.178 4.162
H: -1.652 1.943 2.806
H: -3.112 1.587 0.589
C: 4.251 -0.984 -1.022
C: 3.692 0.384 -1.152
C: 2.766 0.612 -2.137
C: 2.423 1.914 -2.503
C: 2.848 3.043 -1.756
C: 3.719 2.745 -0.617
C: 4.179 1.469 -0.399
H: 4.238 -1.644 -1.957
H: 3.611 -1.673 -0.390
H: 5.149 -1.115 -0.349
H: 2.515 -0.149 -2.918
H: 1.942 1.978 -3.524
H: 2.658 4.135 -1.804
H: 4.184 3.598 -0.202
H: 5.053 1.383 0.199

Values from the calculation:
SMILES: Cc1c[nH]c2ccccc12.Cc1ccccc1
DFT total energy in eV: -18354.0620
M in g mol⁻¹: 223.319

Entry from the OMol25 dataset: an isolated molecule of C3H5NOS at a distorted geometry (ωB97M-V/def2-TZVPD).

Atoms and positions in Å:
O: 2.720 -0.498 0.033
C: 1.526 -0.402 -0.039
N: 0.826 0.714 -0.304
C: -0.582 0.642 0.217
C: -1.116 -0.704 -0.149
S: 0.346 -1.767 0.013
H: 1.447 1.504 -0.081
H: -1.258 1.524 -0.145
H: -0.509 0.736 1.346
H: -1.379 -0.650 -1.170
H: -2.021 -1.100 0.280

Values from the calculation:
SMILES: O=C1NCCS1
DFT total energy in eV: -17564.9239
M in g mol⁻¹: 103.146

Entry from the OMol25 dataset: a cluster of 5 separate species, C9H28O5 in total at a distorted geometry (ωB97M-V/def2-TZVPD).

Atoms and positions in Å:
C: -1.419 3.125 1.389
C: -0.233 3.966 1.000
C: 0.152 5.126 1.890
O: 0.980 3.168 0.940
H: -1.170 2.362 2.126
H: -1.841 2.627 0.516
H: -2.191 3.783 1.788
H: -0.359 4.226 -0.051
H: -0.044 4.907 2.939
H: -0.372 6.035 1.595
H: 1.201 5.416 1.943
H: 0.681 2.399 0.449
C: -1.149 -3.046 2.701
C: -1.297 -2.485 1.297
C: -2.683 -2.798 0.701
O: -1.004 -1.109 1.364
H: -0.110 -3.041 3.031
H: -1.507 -4.075 2.709
H: -1.771 -2.466 3.382
H: -0.520 -3.011 0.742
H: -2.916 -1.989 0.008
H: -3.398 -2.903 1.516
H: -2.631 -3.812 0.304
H: -0.760 -0.975 2.282
C: 2.881 -2.869 -2.508
C: 1.947 -1.638 -1.991
C: 0.647 -1.587 -2.825
O: 1.553 -2.039 -0.739
H: 2.249 -3.746 -2.646
H: 3.528 -2.999 -1.641
H: 3.395 -2.517 -3.402
H: 2.457 -0.682 -2.105
H: 0.044 -2.493 -2.893
H: 0.828 -1.381 -3.880
H: -0.029 -0.749 -2.655
H: 1.340 -2.968 -0.850
O: 1.197 3.042 -1.962
H: 1.095 2.878 -2.900
H: 0.421 2.648 -1.564
O: 0.137 0.912 -0.573
H: 0.012 0.095 -0.089
H: 0.657 0.661 -1.336

Values from the calculation:
SMILES: CC(C)O.CC(C)O.CC(C)O.O.O
DFT total energy in eV: -20023.2143
M in g mol⁻¹: 216.318

Entry from the OMol25 dataset: a cluster of 4 separate species, C4H16NO3 in total at a distorted geometry (ωB97M-V/def2-TZVPD).

Atoms and positions in Å:
C: -0.978 -0.250 -0.476
N: -0.202 0.823 0.318
C: -0.892 0.894 1.624
C: -1.213 -0.550 1.977
C: -1.371 -1.254 0.644
H: -1.842 0.277 -0.869
H: -0.242 -0.662 -1.159
H: -0.168 1.738 -0.128
H: 0.759 0.485 0.342
H: -1.799 1.469 1.419
H: -0.400 1.503 2.380
H: -0.624 -1.002 2.758
H: -2.191 -0.411 2.463
H: -2.263 -1.769 0.319
H: -0.747 -2.140 0.530
H: 1.494 -1.204 2.704
H: 2.269 0.042 2.349
O: 1.563 -0.525 2.021
H: 0.061 -0.667 -5.202
H: 0.484 0.700 -4.826
O: 0.152 -0.104 -4.422
H: 2.804 1.289 -2.241
H: 2.823 0.209 -1.179
O: 2.526 1.109 -1.346

Values from the calculation:
DFT total energy in eV: -12033.8169
Charge: +1
M in g mol⁻¹: 126.176